(1)
# C3H5N3

C3H5N3 in the gas phase at a distorted geometry (wB97M-V/def2-TZVPD, the Open Molecules 2025 dataset).

Last column: natural (NBO) charge in e.
Atoms and positions in Å:
C -1.638 -0.300 -0.156  -0.6760
C -0.325 0.390 -0.117  0.2180
N 0.947 -1.212 1.112  -0.2181
N 1.730 -0.634 0.426  -0.1193
N 1.263 0.255 -0.677  -0.3540
C 0.507 1.358 -0.206  -0.1386
H -1.848 -0.868 0.760  0.2537
H -2.459 0.406 -0.341  0.2302
H -1.609 -1.011 -0.984  0.2447
H 2.747 -0.795 0.394  0.3466
H 0.686 2.413 -0.210  0.2128

## Properties
**Energy relative to the best compared isomer or geometry (same formula, charge and spin)**: 146.7 kcal/mol
**DFT total energy**: -7656.09332 eV
**Frontier orbital gap**: 9.46 eV
**HOMO**: -8.36 eV
**Lowest unoccupied orbital energy**: 1.099 eV
**Total charge**: 0


(2)
# C3H5N3

A 2-piece molecular cluster, C3H5N3 overall at a distorted geometry (wB97M-V/def2-TZVPD, the Open Molecules 2025 dataset).

Last column: natural (NBO) charge in e.
Atoms and positions in Å:
C 1.641 -0.386 1.116  -0.7258
C 1.327 -0.344 -0.310  0.2802
N 1.086 -0.323 -1.441  -0.3263
N -1.558 1.282 -1.713  -0.4404
N -1.723 0.536 -0.746  -0.0047
C -1.686 -0.092 0.273  -0.1078
H 0.879 0.150 1.688  0.2612
H 1.675 -1.424 1.456  0.2508
H 2.617 0.074 1.289  0.2543
H -2.456 1.686 -1.986  0.3395
H -1.801 -1.161 0.373  0.2190

## Properties
**Energy relative to the best compared isomer or geometry (same formula, charge and spin)**: 84.5 kcal/mol
**DFT total energy**: -7658.79165 eV
**Frontier orbital gap**: 9.95 eV
**HOMO**: -9.09 eV
**Lowest unoccupied orbital energy**: 0.863 eV
**Total charge**: 0